1:
Computed, not measured: 2 unconnected molecules or ions with the total composition C12H17N, with ωB97M-V/def2-TZVPD.

Cartesian coordinates (Å):
C -2.66845 -0.06982 0.52171
C -1.60416 0.52175 -0.34272
C -1.37064 1.77825 -0.89950
N -0.11046 1.74268 -1.59909
C 0.45752 0.48496 -1.53771
C 1.67316 -0.09112 -1.96842
C 1.75252 -1.41890 -1.99604
C 0.66096 -2.26098 -1.55429
C -0.43191 -1.69953 -0.94105
C -0.53502 -0.27978 -0.91624
H -3.63185 -0.04553 -0.00939
H -2.84726 0.35972 1.54729
H -2.60413 -1.14346 0.86406
H -1.84867 2.65033 -0.71774
H 0.28789 2.45147 -2.20486
H 2.64588 0.38343 -2.16094
H 2.66503 -1.89129 -2.33294
H 0.68091 -3.26577 -1.86823
H -1.37689 -2.26454 -0.47010
C -0.23638 1.09436 3.55070
C 0.43319 -0.14709 2.71998
C 1.96735 -0.02177 2.57155
H 0.38003 1.99520 3.50423
H -1.14859 1.23275 3.07821
H -0.25091 0.73895 4.55074
H 0.11738 -0.98517 3.24602
H 0.05991 -0.06009 1.64077
H 2.20475 0.93580 1.98146
H 2.56746 0.15811 3.42054
H 2.28337 -0.79054 1.87667

Kohn-Sham gap = 9.003 eV
net charge = 0
HOMO energy = -0.2965 Eh


2:
Computed, not measured: 2 unconnected molecules or ions with the total composition C12H17N, with ωB97M-V/def2-TZVPD.

Cartesian coordinates (Å):
C -0.88615 3.73476 2.09250
C -1.44260 2.65543 1.22449
C -2.73588 2.39591 0.93527
N -2.83308 1.42682 -0.04410
C -1.58167 0.97884 -0.33903
C -1.18215 -0.01737 -1.22316
C 0.17593 -0.26146 -1.33438
C 1.10394 0.48204 -0.59578
C 0.70337 1.46529 0.28543
C -0.66591 1.75650 0.39847
H -1.02676 4.72776 1.66232
H 0.19147 3.63647 2.23061
H -1.31522 3.80226 3.09346
H -3.56896 2.95715 1.31922
H -3.69778 0.97081 -0.27277
H -1.90775 -0.62098 -1.76177
H 0.55353 -1.05840 -1.95530
H 2.16226 0.27207 -0.68314
H 1.37750 2.01028 0.92728
C 3.67098 -3.43982 -0.22678
C 2.16736 -3.58002 -0.39985
C 1.72893 -5.00644 -0.84565
H 4.22545 -4.15624 -0.84061
H 3.94432 -3.64034 0.80703
H 4.03465 -2.45416 -0.52738
H 1.64504 -3.44915 0.54525
H 1.66909 -2.90200 -1.08340
H 1.80216 -5.12678 -1.92850
H 2.43281 -5.74152 -0.45062
H 0.72454 -5.24864 -0.50618

Kohn-Sham gap = 8.777 eV
net charge = 0
HOMO energy = -0.2884 Eh


Sorted by energy, starting with the most stable: 2, 1.


1:
Computed, not measured: 2 unconnected molecules or ions with the total composition C12H17N, with ωB97M-V/def2-TZVPD.

Cartesian coordinates (Å):
C 2.94189 1.78813 1.24019
C 2.06157 0.78488 0.79403
C 2.35061 -0.58007 0.56600
N 1.46356 -1.09705 -0.39259
C 0.62346 -0.04216 -0.75857
C -0.51082 -0.20464 -1.59527
C -1.45864 0.81825 -1.72852
C -1.06161 1.98941 -1.04359
C 0.00397 2.19268 -0.22308
C 0.94677 1.13613 -0.08027
H 3.56303 1.53639 2.10277
H 2.24251 2.55780 1.64914
H 3.54146 2.31574 0.42689
H 3.15772 -1.13216 1.02401
H 1.73040 -1.81151 -1.09599
H -0.83414 -1.17138 -1.97286
H -2.40068 0.95425 -2.26586
H -1.82156 2.75998 -1.13261
H 0.09096 3.05365 0.33454
C -1.35367 -2.64924 1.63183
C -2.03108 -1.36179 1.03934
C -2.96407 -1.55370 -0.26149
H -0.88582 -3.15827 0.71090
H -2.09337 -3.30869 2.15674
H -0.53108 -2.49813 2.39584
H -2.60142 -0.84151 1.90738
H -1.19166 -0.65614 0.81263
H -2.29356 -1.46929 -1.15187
H -3.43953 -2.55976 -0.29172
H -3.76840 -0.79893 -0.34551

Kohn-Sham gap = 8.689 eV
net charge = 0
HOMO energy = -0.2870 Eh


2:
Computed, not measured: 2 unconnected molecules or ions with the total composition C12H17N, with ωB97M-V/def2-TZVPD.

Cartesian coordinates (Å):
C -1.57835 2.16385 2.20964
C -0.63020 1.97543 1.02999
C -0.74320 2.65813 -0.13672
N 0.27301 2.30753 -1.03398
C 1.06796 1.38573 -0.37355
C 2.32410 0.93535 -0.67273
C 2.88928 -0.14250 0.00636
C 2.31070 -0.49615 1.20408
C 1.05650 0.00572 1.62142
C 0.42741 0.99432 0.88391
H -2.57675 1.77780 2.01871
H -1.64561 3.21965 2.43931
H -1.00775 1.55379 2.93504
H -1.57380 3.27781 -0.46564
H 0.48163 2.52354 -1.99133
H 2.90719 1.25846 -1.56266
H 3.84532 -0.51136 -0.24943
H 2.74985 -1.29146 1.78424
H 0.65700 -0.19108 2.59656
C -0.40098 -2.39018 0.00115
C -1.17546 -2.67553 -1.30365
C -1.50916 -1.38417 -2.07898
H -0.09550 -3.28809 0.50761
H -1.07695 -1.74900 0.59069
H 0.50116 -1.73475 -0.21729
H -0.67300 -3.49017 -1.81051
H -2.07608 -3.16379 -0.91765
H -0.65525 -1.19609 -2.70673
H -2.20593 -1.73707 -2.86331
H -1.86713 -0.59571 -1.44455

Kohn-Sham gap = 8.710 eV
net charge = 0
HOMO energy = -0.2861 Eh


Sorted by energy, starting with the most stable: 2, 1.